{"formula": "C38H32FN7O11SSn", "method": "wB97M-V/def2-TZVPD", "lumo_ha": -0.224, "total_charge": 2, "species": ["Sn", "O", "S", "O", "N", "C", "C", "C", "C", "C", "C", "C", "C", "N", "C", "C", "C", "C", "C", "C", "C", "H", "H", "H", "H", "H", "H", "H", "H", "H", "H", "H", "C", "C", "N", "C", "C", "C", "O", "O", "C", "O", "C", "C", "C", "F", "C", "C", "C", "N", "C", "C", "N", "C", "C", "H", "H", "H", "H", "H", "H", "H", "H", "H", "H", "H", "H", "H", "H", "H", "H", "H", "H", "O", "C", "O", "C", "C", "C", "C", "C", "C", "N", "O", "O", "N", "O", "O", "H", "H", "H"], "positions_angstrom": [[-0.14874, 0.16390, 0.10296], [-0.48706, 1.69531, 3.56258], [0.52204, 0.88495, 2.96024], [1.30643, 1.45183, 1.86388], [-0.13030, -0.42091, 2.20943], [-1.18247, -1.22420, 2.60469], [-1.70987, -1.40578, 3.85348], [-2.74284, -2.34713, 4.04985], [-3.25420, -3.06438, 3.01106], [-2.78450, -2.85112, 1.69897], [-3.31390, -3.49744, 0.55767], [-2.82734, -3.19856, -0.69232], [-1.82462, -2.23987, -0.82792], [-1.29278, -1.61484, 0.22390], [-1.75208, -1.92681, 1.49338], [1.59478, 0.23673, 4.17714], [2.48171, -0.77761, 3.82786], [3.30915, -1.29415, 4.80749], [3.24894, -0.79387, 6.10552], [2.37553, 0.23259, 6.42990], [1.53472, 0.76067, 5.45927], [-1.31452, -0.83090, 4.67994], [-3.14317, -2.49579, 5.04294], [-4.04377, -3.78449, 3.17682], [-4.11410, -4.21641, 0.68050], [-3.22495, -3.67610, -1.57510], [-1.43272, -1.96596, -1.79936], [2.50157, -1.14760, 2.81026], [3.99708, -2.09301, 4.56623], [3.88549, -1.21473, 6.87203], [2.34066, 0.62098, 7.43795], [0.84216, 1.56179, 5.67716], [6.19155, -1.35461, -4.51777], [5.51662, -0.02828, -4.20428], [4.61575, -0.14503, -3.04214], [3.35560, -0.50905, -3.25697], [2.42722, -0.67473, -2.25707], [1.02986, -1.05950, -2.62046], [0.86158, -1.87248, -3.48243], [0.08869, -0.42231, -1.93519], [2.76200, -0.43565, -0.93301], [1.94546, -0.57570, 0.05236], [4.12604, -0.04599, -0.69292], [4.54982, 0.25139, 0.61271], [5.85596, 0.52650, 0.86343], [6.22639, 0.74919, 2.14502], [6.83674, 0.52518, -0.15220], [6.39681, 0.31025, -1.44475], [5.05435, 0.04086, -1.74191], [8.20464, 0.74162, 0.07367], [8.72177, 1.41406, 1.25118], [9.15284, 0.43359, 2.33546], [10.15634, -0.52144, 1.74285], [9.59650, -1.21650, 0.53228], [9.18545, -0.16324, -0.49456], [6.84067, -1.24699, -5.38478], [5.44485, -2.11534, -4.74435], [6.78646, -1.70544, -3.67348], [4.90819, 0.28698, -5.04932], [6.23997, 0.76031, -4.01515], [3.06165, -0.67341, -4.28609], [3.82774, 0.25370, 1.41952], [7.12004, 0.37060, -2.24291], [7.99007, 2.10734, 1.65337], [9.59084, 2.00702, 0.94232], [8.30546, -0.14642, 2.69406], [9.60633, 0.95268, 3.17832], [10.44996, -1.20658, 2.44131], [10.98881, 0.00632, 1.46538], [8.72468, -1.78904, 0.84758], [10.34447, -1.89899, 0.13189], [8.78757, -0.67284, -1.36766], [10.06483, 0.40799, -0.81174], [-1.88189, 4.05355, 0.80617], [-1.03223, 3.34053, 0.37192], [-1.18492, 2.03579, 0.12057], [0.33408, 3.92618, 0.11149], [0.68555, 5.09627, 0.77545], [1.96532, 5.58941, 0.61770], [2.91072, 4.96201, -0.17158], [2.52649, 3.80779, -0.82069], [1.25383, 3.28617, -0.70058], [3.52664, 3.04533, -1.57908], [3.12155, 2.15324, -2.30704], [4.69600, 3.32029, -1.42523], [2.38049, 6.79379, 1.37239], [3.49592, 7.21570, 1.15801], [1.58318, 7.25315, 2.15511], [-0.02829, 5.60321, 1.40910], [3.90451, 5.37294, -0.26965], [0.99534, 2.38762, -1.24697]]}



{"formula": "C25H34F15NO13", "method": "wB97M-V/def2-TZVPD", "spin_multiplicity": 2, "lumo_ha": [-0.230, -0.409], "s2": 0.761, "total_charge": 1, "species": ["C", "C", "O", "C", "O", "C", "F", "F", "F", "H", "H", "H", "H", "H", "C", "C", "O", "C", "O", "C", "F", "F", "F", "H", "H", "H", "H", "H", "C", "C", "O", "C", "O", "C", "F", "F", "F", "H", "H", "H", "H", "H", "C", "C", "O", "C", "O", "C", "F", "F", "F", "H", "H", "H", "H", "H", "C", "C", "O", "C", "O", "C", "F", "F", "F", "H", "H", "H", "H", "H", "C", "O", "C", "O", "O", "C", "H", "H", "H", "H", "H", "H", "C", "C", "N", "H", "H", "H"], "positions_angstrom": [[6.80705, -19.18751, 25.95606], [6.72748, -20.59186, 26.45854], [6.16449, -20.47388, 27.75431], [5.64562, -21.54835, 28.47099], [5.57134, -22.69324, 27.99620], [4.95877, -21.15303, 29.84654], [3.63069, -21.35228, 29.68520], [5.35730, -22.03487, 30.73514], [5.08979, -19.86702, 30.15936], [7.33438, -19.07839, 25.00837], [7.19966, -18.52400, 26.72657], [5.76075, -18.88476, 25.91499], [7.69998, -21.08369, 26.43741], [6.25228, -21.29136, 25.77081], [5.96190, -11.55796, 27.89225], [6.54972, -10.15370, 27.97901], [5.60095, -9.18604, 28.37730], [5.39301, -9.03317, 29.69731], [5.58225, -9.96686, 30.51275], [4.96880, -7.67523, 30.16091], [4.51483, -6.96007, 29.13322], [3.94312, -7.78562, 31.02993], [5.98954, -7.17912, 30.80250], [5.68359, -12.01090, 28.84381], [6.77718, -12.13671, 27.45809], [5.14815, -11.55641, 27.16705], [6.89216, -9.88247, 26.98037], [7.50458, -10.19730, 28.50290], [1.72460, -21.27077, 24.66375], [2.57197, -20.75809, 25.79596], [1.70850, -20.53293, 26.90512], [2.04473, -19.62880, 27.90553], [2.98422, -18.82533, 27.88124], [1.18804, -19.60729, 29.12215], [1.82152, -18.96507, 30.15163], [0.13898, -18.83740, 28.91127], [0.75153, -20.80704, 29.48075], [2.28141, -21.42737, 23.73987], [0.95764, -20.51252, 24.50585], [1.30848, -22.22152, 24.99692], [2.93534, -19.76836, 25.51940], [3.40724, -21.43713, 25.96722], [2.19913, -14.67132, 26.58790], [1.40688, -13.38619, 26.77729], [0.05970, -13.79372, 27.02724], [-1.00622, -12.92254, 27.28628], [-0.89092, -11.74823, 27.02790], [-2.29420, -13.58221, 27.87385], [-1.92266, -14.75228, 28.46379], [-2.96167, -12.84440, 28.72552], [-3.09982, -13.77430, 26.89628], [1.92879, -15.08041, 25.61443], [2.00456, -15.43831, 27.33755], [3.23368, -14.33089, 26.63137], [1.29113, -12.75415, 25.89683], [1.69248, -12.88213, 27.70059], [5.34216, -14.18671, 33.11014], [4.01206, -14.25850, 33.95721], [3.16226, -13.22953, 33.54117], [2.07033, -12.92854, 34.32818], [1.62233, -13.73897, 35.22675], [1.29595, -11.68092, 33.92353], [0.12615, -11.96601, 33.42332], [1.10036, -10.91213, 34.92470], [2.06078, -10.95125, 33.12763], [5.75047, -13.17637, 33.08518], [5.12227, -14.50095, 32.08984], [6.14895, -14.78369, 33.53533], [4.26215, -14.09235, 35.00504], [3.49393, -15.20751, 33.81930], [-0.18981, -15.08908, 31.40696], [0.38414, -13.77992, 31.31418], [1.50686, -13.59853, 30.64533], [2.19877, -14.52963, 30.18449], [1.87609, -12.30412, 30.66339], [3.05144, -11.86559, 30.13264], [0.60417, -15.81209, 31.59399], [-0.83509, -15.35988, 30.57127], [-0.67483, -15.10481, 32.38297], [2.93522, -10.79904, 29.94008], [3.31956, -12.42921, 29.23902], [3.80913, -12.06964, 30.88918], [4.47708, -16.38391, 29.45846], [5.35291, -15.40273, 28.80657], [6.05751, -14.63865, 28.27195], [3.58106, -16.42384, 28.83906], [4.20813, -15.93114, 30.41279], [4.94591, -17.35017, 29.64459]]}



{"formula": "C24H79F3N19O17", "method": "wB97M-V/def2-TZVPD", "relative_energy_kcal_mol": 169.1, "lumo_ha": 0.067, "total_charge": -1, "species": ["C", "O", "O", "C", "F", "F", "F", "C", "C", "H", "H", "H", "H", "H", "H", "C", "O", "N", "N", "H", "H", "H", "H", "C", "O", "N", "N", "H", "H", "H", "H", "C", "O", "N", "N", "H", "H", "H", "H", "C", "O", "N", "N", "H", "H", "H", "H", "C", "O", "N", "N", "H", "H", "H", "H", "C", "O", "N", "N", "H", "H", "H", "H", "C", "O", "N", "N", "H", "H", "H", "H", "C", "O", "N", "N", "H", "H", "H", "H", "C", "C", "C", "O", "C", "N", "H", "H", "H", "H", "H", "H", "H", "H", "H", "H", "H", "C", "C", "C", "O", "C", "N", "H", "H", "H", "H", "H", "H", "H", "H", "H", "H", "H", "C", "C", "C", "O", "C", "N", "H", "H", "H", "H", "H", "H", "H", "H", "H", "H", "H", "O", "H", "H", "O", "H", "H", "O", "H", "H", "O", "H", "H"], "positions_angstrom": [[6.02626, 8.97486, -3.19964], [7.45171, 8.97661, -3.24009], [5.61081, 7.93238, -4.02307], [5.47433, 9.25765, -1.73102], [5.93681, 10.44214, -1.34724], [4.17581, 9.25999, -1.58842], [5.85173, 8.43621, -0.76682], [8.04852, 10.22697, -3.24545], [9.49653, 10.06309, -2.78148], [10.00304, 10.92386, -3.21810], [9.45699, 10.05525, -1.69223], [9.83426, 9.10769, -3.18303], [7.56914, 11.01373, -2.66295], [8.07956, 10.57809, -4.27688], [5.64662, 9.86142, -3.70756], [6.02779, 6.32164, -7.33476], [5.95984, 5.67691, -8.28138], [6.06571, 7.60559, -7.41464], [6.17144, 5.86953, -6.11744], [6.16234, 8.06687, -8.30794], [6.15338, 8.06515, -6.51953], [6.11824, 4.86420, -6.03621], [5.92614, 6.54948, -5.41204], [6.66317, 8.50934, 2.52890], [7.48393, 9.31086, 2.01408], [7.07008, 7.56259, 3.27877], [5.39195, 8.48645, 2.39530], [6.46638, 6.81853, 3.59816], [8.03734, 7.57587, 3.56918], [5.08803, 9.15482, 1.70175], [4.90935, 7.63971, 2.66029], [9.16355, 12.38262, 0.53741], [9.86924, 12.05801, 1.47083], [9.53822, 13.29100, -0.34361], [8.02009, 11.88085, 0.28715], [10.21931, 14.00078, -0.11463], [9.15889, 13.41738, -1.27110], [7.45727, 12.19502, -0.49043], [7.69174, 11.16009, 0.91388], [8.49376, 5.73135, -2.18153], [9.02541, 4.75754, -1.76456], [7.70236, 5.76556, -3.23454], [8.46492, 6.96518, -1.61000], [7.30654, 4.86484, -3.46285], [7.33456, 6.67674, -3.46815], [7.85684, 7.67777, -1.98757], [9.05274, 7.14376, -0.80832], [11.21870, 8.24892, 1.20370], [12.33526, 7.70593, 1.19013], [10.16239, 7.67208, 1.69731], [11.06245, 9.48370, 0.88924], [9.23282, 8.05035, 1.81098], [10.43877, 6.86853, 2.24323], [11.95791, 9.76301, 0.51476], [10.25225, 10.08280, 0.95826], [9.33341, 8.28558, -6.55560], [9.60000, 7.76403, -7.65816], [8.60721, 7.62969, -5.75345], [9.88534, 9.35682, -6.02680], [8.20959, 6.74022, -6.01963], [8.55968, 7.98381, -4.80875], [9.76862, 9.58557, -5.05000], [10.70145, 9.64434, -6.54776], [1.69829, 8.72416, -4.33731], [1.85090, 9.15718, -3.22818], [2.63107, 8.24243, -5.11598], [0.66009, 8.71778, -5.05931], [2.47170, 8.06478, -6.09738], [3.49675, 8.02585, -4.64292], [-0.18265, 9.10889, -4.66317], [0.68162, 8.36600, -6.00582], [13.19360, 11.34431, -0.70395], [13.56627, 10.25452, -0.28725], [13.65622, 12.48475, -0.35924], [12.29247, 11.46819, -1.63284], [14.23080, 12.57912, 0.46603], [13.39996, 13.34479, -0.82265], [11.78988, 10.64504, -1.93271], [12.25376, 12.41688, -1.97721], [0.67296, 12.48732, -2.47181], [1.93715, 12.08915, -1.74224], [1.70597, 11.13941, -0.66425], [2.86602, 10.94979, 0.15045], [3.15141, 12.12683, 0.96296], [2.99222, 11.64100, -2.57230], [-0.02911, 13.13677, -1.94891], [0.14781, 11.58393, -2.78199], [0.88466, 13.04301, -3.38532], [2.18243, 13.04635, -1.28212], [1.48219, 10.15384, -1.07250], [0.83854, 11.38042, -0.04977], [3.67443, 11.80036, 1.86183], [2.24359, 12.51597, 1.42396], [3.88438, 12.80294, 0.52281], [3.70320, 11.27757, -1.95381], [2.65579, 10.78783, -2.99541], [6.07456, 11.31273, -7.33392], [4.66296, 11.84809, -7.09561], [3.73443, 11.03759, -8.08339], [2.42708, 11.57520, -7.81860], [1.49447, 11.40579, -8.86264], [4.15569, 11.56040, -5.76729], [6.24783, 10.25702, -7.12526], [6.84208, 11.80632, -6.73779], [6.36412, 11.46683, -8.37339], [4.57579, 12.93274, -7.15915], [3.76831, 9.94922, -8.03439], [4.02978, 11.30772, -9.09724], [1.21525, 10.36758, -9.04223], [1.95135, 11.85011, -9.74691], [0.59487, 11.98432, -8.65260], [4.00529, 10.56363, -5.70458], [3.20085, 11.84728, -5.92880], [14.47086, 12.22951, -4.24873], [14.08256, 11.64926, -5.61709], [12.65110, 11.06645, -5.60200], [12.24573, 10.49261, -6.83320], [13.01637, 9.48951, -7.33017], [13.94543, 12.73099, -6.57134], [13.90136, 13.11881, -3.97871], [15.51694, 12.52139, -4.15589], [14.21133, 11.56454, -3.42499], [14.80663, 10.93378, -6.00685], [12.02177, 11.83413, -5.15176], [12.54547, 10.24943, -4.88825], [13.24370, 8.64074, -6.68518], [13.95674, 9.93375, -7.65644], [12.44530, 9.25863, -8.22944], [12.95802, 12.92416, -6.48300], [14.08481, 12.25396, -7.45062], [12.35237, 7.70753, -3.71921], [11.97781, 7.11193, -4.36821], [13.17020, 8.00953, -4.11441], [1.78060, 7.00600, -1.58909], [2.28014, 7.24577, -0.80857], [1.78594, 7.79603, -2.12951], [3.92228, 5.53743, -3.40030], [3.59357, 5.80588, -2.54233], [4.55179, 6.21762, -3.63968], [5.25249, 13.25714, -3.75582], [4.60628, 13.01265, -3.09334], [5.15024, 12.60044, -4.44467]]}